[1]
Below is Cl4I2MnO16 as an isolated structure at a distorted geometry, with properties calculated with wB97M-V/def2-TZVPD.

CARTESIAN COORDINATES (ANGSTROEM)
I -2.55575 -3.07066 0.75059
I 1.93717 -3.36749 0.35521
Mn -0.40526 -1.55370 0.11224
Cl 2.65576 1.42900 0.10323
Cl -0.83180 -0.15069 3.93261
Cl 0.12081 -1.49272 -3.53920
Cl -1.68600 1.77179 -0.74380
O -1.76073 3.08140 -0.06902
O -0.85572 -1.00731 5.11189
O 1.83178 0.25687 0.03804
O -0.38276 -1.76927 -2.17983
O -2.99470 1.50004 -1.28529
O 2.96733 1.77399 -1.25737
O -0.71913 1.98456 -1.79193
O -1.33430 0.67940 0.14935
O 3.88536 1.20196 0.83220
O -2.17527 0.00218 3.42790
O -0.45404 -2.48899 -4.39327
O -0.34085 -0.18483 -3.99534
O 1.54089 -1.51422 -3.68420
O 1.94064 2.42961 0.86122
O -0.01176 -0.67301 2.88361
O -0.37166 1.16210 4.38116

Values from the calculation:
Largest force on an atom ... 3.2 eV/A
Expectation value of S² ... 8.75
Relative energy (zero: lowest compared OMol25 entry of this formula, charge and spin) ... 0.0 kcal/mol
Net charge ... -4
HOMO-LUMO gap (spin up / spin down) ... 5.6 / 5.7 eV
E_HOMO (spin up / spin down) ... 2.22 / 2.20 eV
Lowest unoccupied orbital energy (spin up / spin down) ... 7.9 / 7.9 eV
2S+1 ... 6

***

[2]
Below is Cl5O20Sr as an isolated structure at a distorted geometry, with properties calculated with wB97M-V/def2-TZVPD.

CARTESIAN COORDINATES (ANGSTROEM)
Sr 21.80009 7.67572 15.94907
Cl 22.52735 4.68126 13.06881
Cl 20.57913 8.87123 12.29063
Cl 18.97861 8.24049 19.06960
Cl 23.97344 9.97534 18.47330
Cl 25.31752 5.78520 16.74815
O 18.48476 9.53787 18.67346
O 19.30211 9.15022 11.65373
O 23.72907 9.83844 19.89065
O 19.86684 7.76395 18.00748
O 21.09858 7.67045 11.70577
O 23.24626 3.64125 13.75582
O 21.11018 4.34374 13.03780
O 24.14035 6.66318 16.75121
O 25.19273 9.30560 18.15244
O 20.29603 8.70819 13.70762
O 24.88161 4.41767 16.85482
O 26.11153 6.13910 17.89511
O 24.06244 11.38116 18.12266
O 22.79408 9.45794 17.77483
O 21.52427 9.94455 12.12695
O 22.67367 5.90351 13.84334
O 26.06849 5.97155 15.54331
O 17.86349 7.32895 19.17099
O 19.71015 8.31937 20.29123
O 22.96861 4.83424 11.71318

Values from the calculation:
Largest force on an atom ... 2.0 eV/A
Relative energy (zero: lowest compared OMol25 entry of this formula, charge and spin) ... 0.0 kcal/mol
Net charge ... -3
HOMO-LUMO gap ... 9.1 eV
E_HOMO ... -2.41 eV
Lowest unoccupied orbital energy ... 6.7 eV
2S+1 ... 1

***

Please write out number 2 again, unchanged.
Below is Cl5O20Sr as an isolated structure at a distorted geometry, with properties calculated with wB97M-V/def2-TZVPD.

CARTESIAN COORDINATES (ANGSTROEM)
Sr 21.80009 7.67572 15.94907
Cl 22.52735 4.68126 13.06881
Cl 20.57913 8.87123 12.29063
Cl 18.97861 8.24049 19.06960
Cl 23.97344 9.97534 18.47330
Cl 25.31752 5.78520 16.74815
O 18.48476 9.53787 18.67346
O 19.30211 9.15022 11.65373
O 23.72907 9.83844 19.89065
O 19.86684 7.76395 18.00748
O 21.09858 7.67045 11.70577
O 23.24626 3.64125 13.75582
O 21.11018 4.34374 13.03780
O 24.14035 6.66318 16.75121
O 25.19273 9.30560 18.15244
O 20.29603 8.70819 13.70762
O 24.88161 4.41767 16.85482
O 26.11153 6.13910 17.89511
O 24.06244 11.38116 18.12266
O 22.79408 9.45794 17.77483
O 21.52427 9.94455 12.12695
O 22.67367 5.90351 13.84334
O 26.06849 5.97155 15.54331
O 17.86349 7.32895 19.17099
O 19.71015 8.31937 20.29123
O 22.96861 4.83424 11.71318

Values from the calculation:
Largest force on an atom ... 2.0 eV/A
Relative energy (zero: lowest compared OMol25 entry of this formula, charge and spin) ... 0.0 kcal/mol
Net charge ... -3
HOMO-LUMO gap ... 9.1 eV
E_HOMO ... -2.41 eV
Lowest unoccupied orbital energy ... 6.7 eV
2S+1 ... 1